Below is one molecule with the formula C10H15ClN4O, with properties calculated with ωB97M-V/def2-TZVPD.

Values from the calculation:
Frontier orbital gap   0.29694 hartree
Molar mass   242.71 g mol⁻¹
SMILES   COC1=N[C@](C)(Cl)CC=C1NC1=NCCN1
Lowest unoccupied orbital energy   -0.1 eV
Energy relative to the best compared isomer or geometry (same formula, charge and spin)   1.4592 eV
Spin multiplicity   1
Max |F|   5.354 eV Å⁻¹
HOMO level   -8.18 eV
Total charge   0

Geometry as XYZ:
```
31
C10H15ClN4O | OMol25 | ωB97M-V/def2-TZVPD
C -0.311 -2.628 -1.311
O -0.463 -1.370 -0.679
C 0.434 -0.710 0.126
N 1.648 -1.279 0.230
C 2.687 -0.867 1.231
C 4.031 -1.392 0.701
Cl 2.359 -1.517 2.891
C 2.580 0.635 1.350
C 1.225 1.165 1.516
C 0.086 0.528 0.918
N -1.130 1.235 1.006
C -2.019 1.361 0.036
N -3.103 1.790 0.433
C -3.949 1.954 -0.794
C -3.245 1.238 -1.948
N -1.933 1.151 -1.383
H 0.243 -3.224 -0.650
H 0.300 -2.492 -2.219
H -1.303 -3.006 -1.505
H 4.091 -1.437 -0.315
H 4.855 -0.834 1.082
H 4.198 -2.428 1.025
H 3.269 0.937 2.252
H 3.104 0.950 0.449
H 1.230 2.216 1.899
H -1.707 1.135 1.870
H -3.967 2.993 -1.057
H -4.943 1.612 -0.725
H -3.276 1.779 -2.877
H -3.631 0.177 -2.050
H -1.360 0.325 -1.503
```